Run w
12 unconnected molecules or ions with the total composition C6H36N2O11, computed with the ωB97M-V functional and the def2-TZVPD basis.

Computed properties:
- Multiplicity: 1
- E_LUMO: 0.0030 Ha
- Net charge: 0
- HOMO level: -7.93 eV

Geometry (Å):
C  4.0313  -0.9778  0.4900
C  3.3241  0.3395  0.0730
C  1.9788  0.4654  0.6685
C  1.7168  1.6574  1.3084
N  0.3689  1.9365  1.7810
C  0.8504  -0.4824  0.5767
C  0.1319  -0.3738  -0.7725
N  3.8637  -1.3447  1.9229
H  3.7660  -1.6236  -0.2814
H  5.1184  -0.8684  0.4386
H  3.8218  1.3382  0.2885
H  3.3110  0.3688  -1.1092
H  2.3943  2.5122  1.3087
H  -0.1640  1.1208  2.1282
H  0.4147  2.5424  2.5625
H  1.2933  -1.4819  0.7025
H  -0.0339  -0.3115  1.2288
H  -0.4598  0.5118  -1.0831
H  -0.7881  -1.0072  -0.5202
H  0.6183  -0.6929  -1.7358
H  3.2013  -0.7778  2.4342
H  3.6652  -2.2874  2.1020
H  -2.2729  4.5984  0.7005
H  -2.0383  3.0223  0.7847
O  -2.0137  3.8051  0.2413
H  -3.9267  -1.4668  2.6163
H  -2.5407  -1.5938  1.4115
O  -3.1266  -1.7095  2.1946
H  -1.3471  0.4225  -3.5212
H  -0.8979  -0.8297  -4.3903
O  -1.6634  -0.3428  -3.9932
H  -0.6622  -2.0438  4.1562
H  -1.5555  -1.8269  2.8793
O  -0.6502  -2.0251  3.2087
H  -3.2729  -1.7100  -0.9531
H  -3.3364  -0.9255  -2.3421
O  -2.9460  -0.9383  -1.4550
H  -2.7063  -3.9290  0.1039
H  -1.7068  -3.0156  -0.6135
O  -2.0306  -3.2157  0.2780
H  0.7205  2.2602  -1.5601
H  -0.3747  2.6351  -2.6096
O  0.4426  2.1569  -2.4732
H  0.9846  -0.0572  -3.2632
H  1.1743  -1.1696  -4.6338
O  0.7496  -0.6017  -4.0003
H  0.0006  4.5761  -0.4272
H  -0.6714  4.0067  -1.5939
O  0.0163  4.6482  -1.3767
H  1.6252  -4.2605  2.1425
H  0.6177  -3.0491  2.4227
O  1.4936  -3.3103  2.1433
H  -3.0339  1.1246  -0.2214
H  -3.6481  2.5528  -0.3111
O  -3.8275  1.6487  -0.0569



Run x
12 unconnected molecules or ions with the total composition C6H36N2O11, computed with the ωB97M-V functional and the def2-TZVPD basis.

Computed properties:
- Multiplicity: 1
- E_LUMO: 0.0010 Ha
- Net charge: 0
- HOMO level: -9.40 eV

Geometry (Å):
N  -1.5429  -0.2429  1.1891
C  -0.5036  -0.7506  0.2631
C  -1.0766  -1.3491  -1.0303
C  -1.8273  -2.6392  -0.8386
C  -1.8244  -3.4112  0.2345
C  0.4780  0.3966  -0.0894
N  1.7232  0.2736  0.6763
C  2.7355  1.2525  0.2590
H  -2.0051  0.5689  0.8017
H  -2.2942  -0.9148  1.2997
H  0.0816  -1.4966  0.8378
H  -0.2402  -1.5708  -1.7301
H  -1.7113  -0.6048  -1.5175
H  -2.3906  -2.9605  -1.6906
H  -2.3704  -4.3141  0.2632
H  -1.2858  -3.1692  1.1229
H  0.7299  0.3954  -1.1637
H  -0.0254  1.3507  0.1177
H  1.5188  0.3634  1.6829
H  3.6225  1.1287  0.8886
H  2.3816  2.2754  0.3738
H  3.0011  1.0349  -0.7911
H  -3.3276  2.6331  -1.4638
H  -1.9061  2.8828  -0.9222
O  -2.4973  2.1780  -1.2661
H  -0.1354  3.8064  0.3579
H  -0.7118  4.8871  -0.5682
O  -0.5376  3.9362  -0.5480
H  2.4019  -0.7370  -2.4646
H  2.7258  -0.7425  -0.9472
O  2.7893  -1.2899  -1.7559
H  0.8671  -3.5380  -0.7833
H  2.2176  -2.8510  -1.0590
O  1.8106  -3.5618  -0.5468
H  1.3969  0.1815  -4.4928
H  0.8457  1.0329  -3.3134
O  1.4883  0.3405  -3.5470
H  1.0903  3.9898  2.4856
H  0.3111  2.6837  2.4453
O  0.4425  3.5244  1.9290
H  -0.3898  -1.4319  2.9979
H  1.1186  -1.8205  2.9787
O  0.4154  -1.4114  3.5314
H  -0.7936  0.8811  2.7305
H  0.3450  0.3771  3.5887
O  -0.0555  1.2200  3.2758
H  2.0527  -2.9622  1.0282
H  2.4541  -1.4860  1.3757
O  2.2628  -2.3367  1.7817
H  -3.8451  -0.3049  -0.2885
H  -4.1816  -1.8279  -0.1912
O  -4.1920  -0.9948  0.2955
H  -1.2018  1.9094  -2.5396
H  -0.0850  2.9574  -2.3251
O  -0.3499  2.2587  -2.9383



Consider the structures shown above. The least stable of them is run w.